# C110H77N3O14

A cluster of 10 separate species, C110H77N3O14 in total at a distorted geometry (the ωB97M-V functional and the def2-TZVPD basis, the OMol25 dataset).

Results
Structure (SMILES): O=C1c2ccccc2C(=O)c2ccccc21.O=C1c2ccccc2C(=O)c2ccccc21.O=C1c2ccccc2C(=O)c2ccccc21.O=C1c2ccccc2C(=O)c2ccccc21.O=C1c2ccccc2C(=O)c2ccccc21.O=C1c2ccccc2C(=O)c2ccccc21.O=C1c2ccccc2C(=O)c2ccccc21.CCCC#N.CCCC#N.CCCC#N
Frontier orbital gap, eV: 8.314
Electronic energy, eV: -148457.5440

Atoms and positions in Å:
C (6.049, -34.228, 1.686)
C (4.501, -34.238, 1.619)
C (4.046, -34.327, 0.171)
C (4.699, -35.296, -0.705)
N (5.192, -36.027, -1.432)
H (6.341, -33.877, 2.679)
H (6.422, -33.461, 0.999)
H (6.496, -35.195, 1.485)
H (4.205, -33.340, 2.151)
H (4.159, -35.163, 2.087)
H (4.150, -33.354, -0.322)
H (2.994, -34.615, 0.072)
C (6.770, -31.532, 4.863)
C (6.331, -31.037, 3.475)
C (6.523, -29.557, 3.238)
C (5.723, -28.718, 4.131)
N (5.087, -28.098, 4.835)
H (7.840, -31.753, 4.880)
H (6.244, -32.434, 5.153)
H (6.632, -30.756, 5.624)
H (5.326, -31.400, 3.252)
H (6.961, -31.627, 2.802)
H (6.159, -29.316, 2.237)
H (7.555, -29.257, 3.420)
C (2.740, -35.352, 4.996)
C (3.882, -34.349, 5.195)
C (5.118, -34.972, 5.849)
C (5.853, -35.953, 5.054)
N (6.430, -36.705, 4.414)
H (2.813, -35.935, 4.074)
H (1.771, -34.861, 5.045)
H (2.825, -36.134, 5.762)
H (3.541, -33.545, 5.844)
H (4.143, -33.932, 4.217)
H (4.735, -35.495, 6.738)
H (5.818, -34.230, 6.238)
C (0.983, -39.433, -4.676)
C (1.932, -38.673, -5.375)
C (2.037, -37.319, -5.116)
C (1.143, -36.671, -4.269)
C (0.220, -37.448, -3.556)
C (0.169, -38.831, -3.730)
C (-0.752, -36.779, -2.651)
O (-1.528, -37.388, -1.996)
C (-0.858, -35.289, -2.747)
C (-1.883, -34.668, -2.073)
C (-1.984, -33.272, -2.106)
C (-1.104, -32.539, -2.885)
C (-0.067, -33.152, -3.576)
C (0.041, -34.537, -3.513)
C (1.239, -35.194, -4.089)
O (2.212, -34.608, -4.483)
H (0.874, -40.492, -4.888)
H (2.694, -39.163, -5.968)
H (2.808, -36.691, -5.549)
H (-0.520, -39.359, -3.082)
H (-2.688, -35.147, -1.529)
H (-2.763, -32.828, -1.500)
H (-1.166, -31.459, -2.799)
H (0.662, -32.534, -4.074)
C (-0.504, -35.120, 6.938)
C (-0.915, -34.200, 5.985)
C (-0.435, -32.900, 5.992)
C (0.663, -32.597, 6.784)
C (1.161, -33.558, 7.684)
C (0.566, -34.815, 7.759)
C (2.322, -33.227, 8.545)
O (2.698, -33.958, 9.425)
C (3.152, -32.068, 8.089)
C (4.411, -31.900, 8.634)
C (5.257, -30.897, 8.189)
C (4.816, -30.026, 7.198)
C (3.550, -30.175, 6.660)
C (2.743, -31.220, 7.051)
C (1.342, -31.287, 6.574)
O (0.817, -30.415, 5.971)
H (-0.946, -36.103, 7.038)
H (-1.679, -34.513, 5.279)
H (-0.807, -32.130, 5.327)
H (0.940, -35.474, 8.533)
H (4.788, -32.612, 9.359)
H (6.212, -30.768, 8.680)
H (5.490, -29.223, 6.927)
H (3.238, -29.372, 6.002)
C (-0.260, -34.064, 1.032)
C (-0.148, -33.823, 2.403)
C (0.782, -32.874, 2.822)
C (1.437, -32.052, 1.928)
C (1.217, -32.227, 0.558)
C (0.388, -33.251, 0.112)
C (1.915, -31.343, -0.414)
O (1.850, -31.548, -1.589)
C (2.575, -30.133, 0.131)
C (2.976, -29.139, -0.745)
C (3.593, -28.006, -0.262)
C (3.718, -27.808, 1.111)
C (3.388, -28.823, 1.986)
C (2.772, -29.960, 1.503)
C (2.403, -31.051, 2.431)
O (2.764, -31.067, 3.577)
H (-1.012, -34.778, 0.708)
H (-0.620, -34.502, 3.096)
H (0.905, -32.713, 3.885)
H (0.321, -33.429, -0.951)
H (2.741, -29.295, -1.790)
H (3.826, -27.199, -0.947)
H (4.280, -26.943, 1.454)
H (3.509, -28.755, 3.056)
C (-2.870, -38.469, 9.367)
C (-2.618, -39.825, 9.213)
C (-2.625, -40.370, 7.954)
C (-2.881, -39.592, 6.838)
C (-3.151, -38.245, 7.002)
C (-3.179, -37.688, 8.265)
C (-3.279, -37.342, 5.826)
O (-3.535, -36.162, 5.980)
C (-3.033, -37.936, 4.494)
C (-3.128, -37.178, 3.352)
C (-3.027, -37.743, 2.086)
C (-2.921, -39.113, 1.948)
C (-2.753, -39.883, 3.083)
C (-2.824, -39.314, 4.332)
C (-2.750, -40.220, 5.506)
O (-2.510, -41.372, 5.385)
H (-2.812, -38.036, 10.357)
H (-2.367, -40.405, 10.091)
H (-2.357, -41.406, 7.779)
H (-3.319, -36.636, 8.474)
H (-3.107, -36.092, 3.350)
H (-3.132, -37.106, 1.217)
H (-2.926, -39.586, 0.974)
H (-2.595, -40.955, 3.079)
C (2.302, -23.751, 1.090)
C (2.544, -24.287, 2.352)
C (3.098, -23.511, 3.353)
C (3.263, -22.139, 3.141)
C (2.975, -21.597, 1.876)
C (2.595, -22.413, 0.831)
C (3.186, -20.164, 1.563)
O (3.062, -19.744, 0.463)
C (3.418, -19.270, 2.715)
C (3.353, -17.909, 2.487)
C (3.540, -17.029, 3.543)
C (3.898, -17.523, 4.802)
C (3.949, -18.888, 5.015)
C (3.707, -19.777, 3.986)
C (3.709, -21.243, 4.249)
O (3.895, -21.614, 5.367)
H (1.996, -24.451, 0.319)
H (2.491, -25.362, 2.495)
H (3.474, -23.905, 4.291)
H (2.386, -22.045, -0.164)
H (3.270, -17.460, 1.508)
H (3.523, -15.963, 3.349)
H (3.976, -16.815, 5.621)
H (4.236, -19.227, 6.004)
C (0.808, -39.778, -0.773)
C (0.906, -41.152, -0.571)
C (0.847, -41.688, 0.705)
C (0.586, -40.847, 1.768)
C (0.548, -39.463, 1.587)
C (0.588, -38.947, 0.305)
C (0.263, -38.580, 2.737)
O (-0.043, -37.442, 2.592)
C (0.518, -39.156, 4.078)
C (0.501, -38.311, 5.191)
C (0.453, -38.833, 6.460)
C (0.517, -40.222, 6.652)
C (0.612, -41.066, 5.555)
C (0.504, -40.531, 4.278)
C (0.479, -41.469, 3.124)
O (0.453, -42.661, 3.259)
H (0.835, -39.398, -1.785)
H (1.013, -41.814, -1.423)
H (0.931, -42.758, 0.818)
H (0.460, -37.879, 0.164)
H (0.393, -37.251, 4.993)
H (0.295, -38.214, 7.339)
H (0.279, -40.647, 7.621)
H (0.618, -42.136, 5.709)
C (6.775, -23.293, -1.114)
C (7.102, -21.976, -0.890)
C (7.367, -21.549, 0.393)
C (7.217, -22.397, 1.471)
C (6.791, -23.701, 1.229)
C (6.546, -24.136, -0.054)
C (6.602, -24.663, 2.343)
O (6.302, -25.809, 2.160)
C (6.815, -24.131, 3.708)
C (6.476, -24.957, 4.769)
C (6.491, -24.490, 6.078)
C (7.034, -23.228, 6.338)
C (7.393, -22.415, 5.271)
C (7.264, -22.830, 3.949)
C (7.536, -21.889, 2.845)
O (7.973, -20.791, 3.016)
H (6.502, -23.565, -2.126)
H (7.178, -21.278, -1.712)
H (7.755, -20.551, 0.569)
H (6.130, -25.124, -0.187)
H (6.046, -25.934, 4.600)
H (6.208, -25.174, 6.869)
H (7.104, -22.862, 7.354)
H (7.763, -21.427, 5.521)

Forces on the atoms, in the same order (eV/Å):
C -0.53 0.73 0.29
C 1.71 -1.27 -0.39
C -0.97 0.61 -0.64
C 0.30 0.40 0.67
N 0.25 -0.52 -0.41
H 0.16 -0.34 0.06
H 0.13 -0.24 -0.14
H 0.06 -0.02 -0.08
H -0.81 -0.05 -0.27
H -0.20 0.33 0.54
H -0.03 -0.05 -0.04
H -0.13 0.37 0.32
C 0.33 0.72 0.12
C 0.49 -1.68 0.39
C -0.51 0.27 0.01
C 1.05 -1.32 -0.99
N -1.05 1.29 1.17
H -0.02 -0.05 -0.12
H -0.14 0.01 0.09
H -0.25 -0.30 -0.04
H -0.21 0.55 0.15
H -0.04 0.53 -0.42
H 0.54 0.19 -0.15
H 0.12 -0.03 -0.46
C 0.57 -0.64 0.24
C 0.04 -0.20 -0.78
C -0.45 -0.25 0.88
C -0.41 0.55 0.09
N 0.29 -0.41 -0.34
H 0.03 0.35 -0.22
H -0.10 -0.09 -0.01
H -0.43 0.27 0.20
H 0.09 0.13 -0.04
H 0.00 0.26 0.29
H 0.29 -0.02 -0.04
H 0.00 0.05 -0.21
C 0.02 0.02 -0.22
C 0.09 -0.14 0.90
C 0.13 0.54 -0.15
C -0.07 -1.00 0.38
C 0.36 0.39 -0.24
C -0.22 0.50 -0.28
C 0.87 1.14 -1.81
O -1.37 -1.47 1.68
C 0.20 -0.35 -0.13
C -0.84 1.43 0.18
C 0.06 -0.94 -0.41
C -0.05 0.55 0.67
C -0.56 0.05 0.34
C 0.52 0.50 0.56
C -0.47 -0.77 -0.56
O 0.33 0.68 -0.01
H 0.16 0.04 0.15
H -0.27 0.01 -0.29
H -0.01 -0.23 -0.17
H -0.14 -0.18 -0.51
H 0.50 -0.67 0.01
H 0.05 0.33 -0.17
H 0.10 -0.03 -0.40
H 0.17 -0.23 -0.18
C 0.76 -0.33 0.03
C -0.99 -0.10 0.05
C 0.49 -0.27 -0.28
C -0.13 -0.50 0.51
C -0.50 0.33 -0.40
C 0.01 0.67 0.66
C 0.55 0.01 -1.20
O -0.03 -0.30 0.75
C 0.06 -0.06 -0.25
C 0.71 -0.37 0.15
C -0.55 0.00 0.06
C 0.54 -0.25 0.90
C 0.70 0.97 -0.21
C -0.47 0.39 0.99
C 0.97 -1.87 0.65
O -1.05 1.94 -1.13
H -0.18 0.06 -0.29
H -0.13 0.21 0.17
H -0.05 -0.14 -0.05
H -0.07 -0.20 -0.15
H -0.31 0.08 0.17
H 0.14 0.00 -0.19
H -0.38 0.09 -0.23
H -0.39 -0.47 -0.27
C -0.99 0.49 0.25
C 1.29 -0.20 -0.80
C -0.87 -0.18 0.85
C -0.03 -0.49 -0.55
C 0.30 -0.20 0.32
C 0.40 -0.16 0.10
C -0.62 0.18 1.26
O 0.11 -0.30 -1.67
C 0.14 0.20 0.30
C -0.16 -0.31 -0.29
C -0.79 0.64 0.01
C 1.35 -0.04 -0.23
C -0.61 0.16 0.25
C 0.39 -0.63 -0.54
C -1.04 0.41 -0.39
O 0.70 -0.10 1.03
H 0.39 -0.22 -0.17
H -0.20 0.15 0.19
H 0.30 0.02 -0.09
H -0.10 0.05 0.05
H 0.27 0.12 -0.08
H 0.26 -0.09 0.04
H -0.34 0.05 0.13
H 0.09 0.21 0.02
C -0.21 -0.19 0.06
C 0.16 0.29 0.45
C 0.20 -0.79 -0.25
C -0.03 -0.09 0.50
C -0.11 0.53 -0.50
C 0.49 0.22 1.19
C 0.11 0.35 0.24
O 0.05 -0.18 -0.26
C -0.37 -0.63 -0.14
C 0.90 1.07 -1.09
C -0.68 -0.15 0.10
C 0.28 -0.17 -0.25
C -0.07 -0.47 -0.05
C -0.42 0.49 0.52
C 0.04 2.30 0.08
O 0.31 -2.57 -0.24
H -0.09 0.11 -0.05
H -0.02 -0.18 -0.11
H -0.16 0.01 0.10
H -0.21 0.09 -0.62
H -0.49 -0.08 0.58
H 0.16 -0.04 -0.04
H 0.09 0.09 -0.04
H -0.08 0.00 -0.34
C 0.50 -0.14 0.28
C 0.81 -0.44 -0.11
C 0.24 0.81 0.19
C -0.06 -0.10 -0.46
C 0.74 -0.29 0.07
C -1.18 -1.22 -0.13
C -0.33 -0.69 2.20
O -0.04 0.84 -2.41
C 0.25 0.02 -0.03
C 0.45 1.01 0.44
C 0.65 -0.30 0.21
C -1.07 0.50 -0.47
C 0.54 0.35 0.70
C -0.03 0.27 -0.74
C -0.90 0.87 -0.96
O 0.58 -1.20 1.39
H -0.15 0.32 -0.14
H -0.33 0.10 0.06
H -0.35 -0.17 0.01
H 0.27 0.39 0.08
H -0.39 -0.51 -0.22
H -0.12 -0.03 0.13
H 0.36 -0.20 0.03
H -0.20 -0.31 -0.14
C -0.24 -0.54 -0.11
C 0.20 0.15 -0.16
C -0.46 0.00 -0.85
C 0.70 -0.25 0.51
C -1.00 -0.64 -0.23
C 0.33 0.60 -0.10
C 1.48 -1.53 0.14
O -0.69 2.27 -0.20
C -0.82 -0.07 0.90
C -0.21 0.25 -0.64
C 0.00 -0.65 0.67
C -0.48 0.22 -0.39
C -0.54 0.24 0.61
C 0.89 -0.40 -0.09
C 0.33 1.07 -0.35
O -0.16 -0.90 0.23
H 0.25 0.05 0.50
H 0.16 0.03 0.01
H -0.06 -0.03 0.35
H 0.04 -0.05 0.05
H 0.12 0.07 0.16
H 0.14 0.14 -0.19
H 0.57 0.09 0.08
H -0.02 -0.02 -0.24
C -1.16 0.19 -0.79
C 0.51 0.36 0.02
C 0.42 0.71 0.12
C 0.13 0.01 -0.09
C -0.08 -0.18 0.45
C -0.07 -0.38 -0.11
C 0.45 1.30 0.25
O -0.42 -1.32 -0.37
C -0.14 -0.08 0.24
C -0.80 0.05 0.61
C 1.04 0.04 -0.20
C -0.57 -0.41 -0.37
C 0.15 0.28 0.59
C -0.15 -0.25 0.71
C -0.42 -1.39 -0.60
O 0.48 1.35 0.28
H 0.20 -0.34 0.00
H 0.08 -0.02 -0.07
H -0.26 0.01 0.06
H 0.22 -0.13 -0.07
H 0.20 -0.03 -0.28
H -0.14 0.22 0.06
H 0.06 0.03 -0.04
H 0.01 0.06 -0.40